A structure of composition C11H15BiClI2N2OPS in a non-equilibrium geometry. Source: the Open Molecules 2025 dataset; level of theory: wB97M-V/def2-TZVPD.

Each line ends with the Mulliken charge.
Cartesian coordinates (Å):
I  0.31  0.61  -3.88  0.07
I  0.16  5.05  -3.01  0.02
Bi  0.08  -0.23  -1.18  1.19
P  2.89  -0.01  -0.92  0.47
C  3.83  1.20  -1.91  -1.06
C  3.39  0.40  0.80  -1.07
H  3.47  -2.32  -0.47  0.34
H  4.90  -1.35  -0.94  0.43
H  3.74  -1.92  -2.18  0.39
C  3.84  -1.55  -1.15  -1.19
H  2.86  -0.24  1.52  0.33
H  4.48  0.21  0.88  0.40
H  4.90  0.93  -1.83  0.38
H  3.65  2.20  -1.49  0.40
H  3.19  1.45  1.02  0.41
H  3.49  1.16  -2.96  0.33
C  0.86  2.00  -0.38  0.18
O  0.91  3.04  0.09  -0.07
Cl  0.78  -1.84  0.78  -0.35
N  -0.43  1.40  2.02  -0.31
C  -1.63  0.91  1.58  0.31
N  -1.84  0.26  0.45  -0.15
C  -3.08  -0.39  0.40  0.41
C  -3.44  -1.44  -0.48  -0.49
C  -4.55  -2.25  -0.19  -0.73
C  -5.31  -1.98  0.96  -0.52
C  -4.97  -0.93  1.82  -0.45
C  -3.87  -0.12  1.53  0.72
S  -3.11  1.15  2.50  -0.14
H  -0.48  1.87  2.93  0.31
H  0.37  0.77  2.00  0.15
H  -2.82  -1.63  -1.38  0.14
H  -4.85  -3.07  -0.86  0.37
H  -6.17  -2.62  1.19  0.40
H  -5.53  -0.73  2.73  0.39

Orbital gap (alpha / beta) in eV: 3.50 / 5.91
ΔE to the lowest compared entry with this formula, charge and spin in eV: 1.969
Highest occupied orbital energy (alpha / beta) in eV: -14.519 / -14.555
Charge: +2
Maximum force in Eh/bohr: 0.0986
Calculated total energy in eV: -71348.67335